# C55H98F3N9O10S2

A 4-piece molecular cluster, C55H98F3N9O10S2 overall at a distorted geometry (wB97M-V/def2-TZVPD, the Open Molecules 2025 dataset).

Last columns: bonded neighbours and bond lengths (Å).
Cartesian coordinates (Å):
1 C 2.02241 -2.17351 10.24299  C2 1.535, H47 1.090, H48 1.087, H49 1.083
2 C 2.36332 -0.68732 10.06898  C1 1.535, O3 1.432, H50 1.082, H51 1.089
3 O 3.46323 -0.48024 9.17640  C2 1.432, C4 1.397
4 C 3.10244 -0.54466 7.82846  O3 1.397, C5 1.523, H52 1.098, H53 1.088
5 C 2.57703 0.79329 7.32384  C4 1.523, O6 1.449, H54 1.086, H55 1.088
6 O 2.39851 0.62876 5.89507  C5 1.449, C7 1.378
7 C 1.34779 1.32744 5.34178  O6 1.378, N8 1.521, H56 1.088, H57 1.083
8 N 0.05058 0.56641 5.56906  C7 1.521, C9 1.488, C26 1.532, H58 1.029
9 C 0.30840 -0.84456 5.17310  N8 1.488, C10 1.537, H59 1.086, H60 1.078
10 C -0.93319 -1.74977 5.12511  C9 1.537, S11 1.879, C12 1.539, N17 1.453
11 S -1.19650 -2.25268 6.91622  C10 1.879, H61 1.338
12 C -0.50349 -2.99561 4.33025  C10 1.539, C13 1.536, H62 1.084, H63 1.090
13 C 0.56314 -3.87415 5.00066  C12 1.536, C14 1.521, H64 1.092, H65 1.086
14 C -0.04265 -5.18476 5.47808  C13 1.521, N15 1.381, O16 1.201
15 N 0.14006 -5.59845 6.78343  C14 1.381, H66 1.009, H67 1.009
16 O -0.65427 -5.86039 4.69570  C14 1.201
17 N -2.09255 -1.03967 4.61273  C10 1.453, C18 1.405, C22 1.456
18 C -3.16140 -1.80116 4.11141  N17 1.405, F19 1.333, F20 1.352, F21 1.338
19 F -3.38139 -2.87657 4.86828  C18 1.333
20 F -2.98139 -2.23694 2.84446  C18 1.352
21 F -4.27825 -1.06428 4.10049  C18 1.338
22 C -1.84471 0.22155 3.92892  N17 1.456, C23 1.536, C26 1.550, H68 1.085
23 C -1.14019 0.09066 2.56993  C22 1.536, O24 1.418, H69 1.091, H70 1.088
24 O -1.75806 0.87534 1.56348  C23 1.418, O25 1.416
25 O -0.71372 1.28265 0.69894  O24 1.416, H71 0.970
26 C -1.17987 1.20853 4.92138  N8 1.532, C22 1.550, C27 1.532, C39 1.546
27 C -0.91743 2.54591 4.22156  C26 1.532, C28 1.545, H72 1.086, H73 1.089
28 C -2.15975 3.22214 3.59998  C27 1.545, C29 1.542, H74 1.084, H75 1.089
29 C -3.01060 4.10387 4.53691  C28 1.542, N30 1.466, H76 1.096, H77 1.085
30 N -4.28415 3.45101 4.85636  C29 1.466, C31 1.465, H78 1.011
31 C -5.03487 4.08979 5.93977  N30 1.465, C32 1.511, H79 1.093, H80 1.087
32 C -6.15722 3.17614 6.37530  C31 1.511, C33 1.389, C37 1.379
33 C -5.84185 2.04705 7.12085  C32 1.389, C34 1.386, H81 1.083
34 C -6.81171 1.14041 7.52019  C33 1.386, C35 1.376, H82 1.079
35 C -8.11498 1.37646 7.14649  C34 1.376, C36 1.379, H83 1.080
36 C -8.44699 2.49907 6.41815  C35 1.379, C37 1.388, H84 1.081
37 C -7.47165 3.40544 6.02542  C32 1.379, C36 1.388, O38 1.384
38 O -7.78920 4.51733 5.26448  C37 1.384, H85 0.963
39 C -2.19093 1.37522 6.07938  C26 1.546, C40 1.528, H86 1.090, H87 1.084
40 C -1.85536 2.46517 7.09648  C39 1.528, S41 1.832, H88 1.084, H89 1.081
41 S -1.18124 1.76720 8.65067  C40 1.832, C42 1.739
42 C 0.06081 2.93656 8.99029  S41 1.739, N43 1.288, O46 1.352
43 N 1.16354 2.73980 9.62658  C42 1.288, N44 1.375
44 N 1.81653 3.94902 9.65989  N43 1.375, C45 1.284
45 C 1.07642 4.78860 9.03133  N44 1.284, O46 1.364, H90 1.072
46 O -0.07118 4.21448 8.57000  C42 1.352, C45 1.364
47 H 0.94251 -2.30310 10.17922  C1 1.090
48 H 2.45954 -2.76599 9.44343  C1 1.087
49 H 2.34458 -2.55567 11.20385  C1 1.083
50 H 2.65345 -0.23310 11.00662  C2 1.082
51 H 1.48769 -0.18332 9.66213  C2 1.089
52 H 2.33631 -1.31231 7.66012  C4 1.098
53 H 3.98999 -0.79974 7.25408  C4 1.088
54 H 3.31747 1.57150 7.48299  C5 1.086
55 H 1.62682 1.01828 7.80474  C5 1.088
56 H 1.27590 2.30684 5.80959  C7 1.088
57 H 1.54602 1.40085 4.27970  C7 1.083
58 H -0.05238 0.55460 6.59290  N8 1.029
59 H 0.85475 -0.88061 4.23505  C9 1.086
60 H 0.93254 -1.29330 5.92827  C9 1.078
61 H -2.45425 -1.82305 7.07417  S11 1.338
62 H -1.32756 -3.64174 4.04979  C12 1.084
63 H -0.07791 -2.63280 3.39414  C12 1.090
64 H 1.09265 -3.40645 5.83274  C13 1.092
65 H 1.32334 -4.14272 4.27282  C13 1.086
66 H 0.72760 -4.99556 7.34052  N15 1.009
67 H -0.71688 -5.85123 7.25256  N15 1.009
68 H -2.81645 0.67387 3.75867  C22 1.085
69 H -0.10844 0.43148 2.66708  C23 1.091
70 H -1.07370 -0.93907 2.22367  C23 1.088
71 H -0.65255 2.25038 0.73370  O25 0.970
72 H -0.45301 3.28193 4.87114  C27 1.086
73 H -0.19933 2.41310 3.41326  C27 1.089
74 H -2.81190 2.55052 3.05347  C28 1.084
75 H -1.77662 3.92191 2.85898  C28 1.089
76 H -3.22852 5.01907 3.97453  C29 1.096
77 H -2.47967 4.42919 5.42524  C29 1.085
78 H -4.85770 3.42502 4.02405  N30 1.011
79 H -5.50159 5.01876 5.60133  C31 1.093
80 H -4.39366 4.35737 6.77559  C31 1.087
81 H -4.80995 1.86368 7.39405  C33 1.083
82 H -6.53556 0.26702 8.08979  C34 1.079
83 H -8.86189 0.65443 7.43999  C35 1.080
84 H -9.47774 2.65751 6.13199  C36 1.081
85 H -8.32716 5.10526 5.80500  O38 0.963
86 H -2.18907 0.42833 6.61921  C39 1.090
87 H -3.19607 1.47403 5.68703  C39 1.084
88 H -2.77862 2.96093 7.37206  C40 1.084
89 H -1.18665 3.24314 6.75512  C40 1.081
90 H 1.24382 5.82866 8.83263  C45 1.072
91 C -1.83700 3.94408 -2.90946  C92 1.554, H102 1.089, H103 1.089, H104 1.090
92 C -1.13213 5.08892 -2.12990  C91 1.554, C93 1.533, N97 1.494, C101 1.523
93 C -1.35699 6.43238 -2.83371  C92 1.533, C94 1.529, H105 1.095, H106 1.092
94 C -0.48004 6.66183 -4.06457  C93 1.529, C95 1.528, H107 1.093, H108 1.091
95 C 0.98733 6.36756 -3.75495  C94 1.528, C96 1.528, H109 1.091, H110 1.095
96 C 1.18754 4.97075 -3.16927  C95 1.528, N97 1.492, C99 1.539, C100 1.526
97 N 0.31827 4.76886 -1.97308  C92 1.494, C96 1.492, O98 1.297
98 O 0.80892 5.39690 -0.94994  N97 1.297
99 C 0.90163 3.91851 -4.25510  C96 1.539, H111 1.092, H112 1.090, H113 1.087
100 C 2.65335 4.76986 -2.79652  C96 1.526, H114 1.089, H115 1.089, H116 1.092
101 C -1.80481 5.14999 -0.76489  C92 1.523, H117 1.094, H118 1.089, H119 1.089
102 H -1.23381 3.03696 -2.92213  C91 1.089
103 H -2.78142 3.67015 -2.44054  C91 1.089
104 H -2.06400 4.21632 -3.94017  C91 1.090
105 H -1.15985 7.24107 -2.12222  C93 1.095
106 H -2.41018 6.51682 -3.10892  C93 1.092
107 H -0.82748 6.05079 -4.90171  C94 1.093
108 H -0.58300 7.69870 -4.38848  C94 1.091
109 H 1.58432 6.46725 -4.66305  C95 1.091
110 H 1.36369 7.11992 -3.05477  C95 1.095
111 H 0.99154 2.90800 -3.85150  C99 1.092
112 H 1.62403 4.01425 -5.06623  C99 1.090
113 H -0.07941 4.01040 -4.71452  C99 1.087
114 H 3.00888 5.52007 -2.09232  C100 1.089
115 H 3.26929 4.84160 -3.69214  C100 1.089
116 H 2.81216 3.78330 -2.35669  C100 1.092
117 H -1.62365 4.23434 -0.19465  C101 1.094
118 H -2.88205 5.26385 -0.87955  C101 1.089
119 H -1.46138 5.99844 -0.17411  C101 1.089
120 C 3.25200 -2.20861 -6.96513  C121 1.553, H131 1.089, H132 1.089, H133 1.092
121 C 4.32784 -1.19789 -7.44636  C120 1.553, C122 1.534, N126 1.494, C130 1.526
122 C 5.18280 -0.71869 -6.26617  C121 1.534, C123 1.529, H134 1.095, H135 1.092
123 C 4.51975 0.33620 -5.37928  C122 1.529, C124 1.527, H136 1.094, H137 1.092
124 C 3.94610 1.47476 -6.22036  C123 1.527, C125 1.528, H138 1.093, H139 1.095
125 C 3.00232 0.97087 -7.31090  C124 1.528, N126 1.489, C128 1.539, C129 1.526
126 N 3.67044 -0.05815 -8.15503  C121 1.494, C125 1.489, O127 1.295
127 O 4.50643 0.51311 -8.96308  N126 1.295
128 C 1.72090 0.42135 -6.65925  C125 1.539, H140 1.091, H141 1.091, H142 1.087
129 C 2.53972 2.14101 -8.17387  C125 1.526, H143 1.089, H144 1.091, H145 1.091
130 C 5.23326 -1.97001 -8.40143  C121 1.526, H146 1.091, H147 1.089, H148 1.089
131 H 2.30358 -2.06090 -7.47983  C120 1.089
132 H 3.54343 -3.23556 -7.17956  C120 1.089
133 H 3.07004 -2.14980 -5.88988  C120 1.092
134 H 6.11544 -0.29670 -6.65426  C122 1.095
135 H 5.46595 -1.58278 -5.66186  C122 1.092
136 H 3.73969 -0.11839 -4.76153  C123 1.094
137 H 5.25946 0.73578 -4.68192  C123 1.092
138 H 3.41381 2.18036 -5.57690  C124 1.093
139 H 4.77043 2.03326 -6.67492  C124 1.095
140 H 1.04142 0.01065 -7.40744  C128 1.091
141 H 1.19403 1.22529 -6.14232  C128 1.091
142 H 1.89851 -0.34972 -5.91334  C128 1.087
143 H 3.37273 2.67777 -8.62433  C129 1.089
144 H 1.98378 2.84982 -7.55912  C129 1.091
145 H 1.88070 1.79874 -8.97324  C129 1.091
146 H 4.68900 -2.28941 -9.29109  C130 1.091
147 H 5.61042 -2.85820 -7.89570  C130 1.089
148 H 6.09600 -1.38465 -8.71611  C130 1.089
149 C 0.39975 -7.63833 -10.76887  C150 1.553, H160 1.089, H161 1.089, H162 1.091
150 C 1.52029 -7.16871 -9.80100  C149 1.553, C151 1.534, N155 1.495, C159 1.526
151 C 1.92840 -8.30812 -8.85895  C150 1.534, C152 1.529, H163 1.095, H164 1.092
152 C 0.96422 -8.56041 -7.70007  C151 1.529, C153 1.527, H165 1.093, H166 1.092
153 C 0.63028 -7.25892 -6.97505  C152 1.527, C154 1.527, H167 1.092, H168 1.095
154 C 0.10889 -6.18256 -7.92480  C153 1.527, N155 1.491, C157 1.540, C158 1.526
155 N 1.06347 -5.95971 -9.04884  C150 1.495, C154 1.491, O156 1.295
156 O 2.08270 -5.27971 -8.62997  N155 1.295
157 C -1.28340 -6.58967 -8.44164  C154 1.540, H169 1.091, H170 1.090, H171 1.087
158 C -0.11365 -4.88014 -7.16170  C154 1.526, H172 1.089, H173 1.090, H174 1.091
159 C 2.72120 -6.82537 -10.67775  C150 1.526, H175 1.091, H176 1.089, H177 1.089
160 H -0.34237 -6.85776 -10.93108  C149 1.089
161 H 0.80335 -7.87750 -11.75151  C149 1.089
162 H -0.11648 -8.53101 -10.41322  C149 1.091
163 H 2.91292 -8.08105 -8.43722  C151 1.095
164 H 2.04924 -9.22250 -9.44298  C151 1.092
165 H 0.05335 -9.04767 -8.05822  C152 1.093
166 H 1.42186 -9.26075 -6.99861  C152 1.092
167 H -0.11364 -7.44730 -6.19806  C153 1.092
168 H 1.52684 -6.89587 -6.46221  C153 1.095
169 H -1.66025 -5.85943 -9.15923  C157 1.091
170 H -1.98673 -6.62966 -7.60967  C157 1.090
171 H -1.31083 -7.56882 -8.91252  C157 1.087
172 H 0.79168 -4.53011 -6.66724  C158 1.089
173 H -0.87117 -5.03328 -6.39337  C158 1.090
174 H -0.46533 -4.09242 -7.83038  C158 1.091
175 H 2.50525 -5.97939 -11.33206  C159 1.091
176 H 2.96613 -7.68506 -11.30046  C159 1.089
177 H 3.60683 -6.58850 -10.09034  C159 1.089

2S+1: 4
E_tot: -122318.058 eV
charge: +1
max |F|: 2.2 eV/Å
energy above the lowest of the compared OMol25 structures with the same formula, charge and spin: 0.0 kcal per mole
M: 1166.570 g mol⁻¹